1.
{
  "formula": "C5H15NO2",
  "method": "the ωB97M-V functional and the def2-TZVPD basis",
  "orbital_gap_ev": 7.51,
  "e_above_lowest_kcal_mol": 47.9,
  "charge": 0,
  "smiles": "CC/C(C)=C/N.O.O",
  "lumo_energy_ev": 0.512,
  "elements": ["N", "H", "H", "H", "C", "C", "H", "H", "O", "H", "H", "C", "C", "O", "C", "H", "H", "H", "H", "H", "H", "H", "H"],
  "positions_angstrom": [[-1.248, 0.855, 1.360], [0.500, 0.077, -2.852], [0.585, -2.826, 3.009], [1.480, 0.125, -1.585], [-0.603, 0.148, 0.358], [0.370, -1.803, -1.757], [-0.790, 2.544, -1.903], [-1.689, 1.198, -2.653], [1.080, 1.801, 3.014], [-1.474, 1.763, 0.985], [-0.441, -0.864, 0.723], [0.442, -0.278, -1.799], [-1.231, 1.535, -1.680], [0.919, -2.571, 2.136], [-0.505, 0.491, -0.947], [-2.140, 1.876, -1.167], [1.840, -2.435, 2.376], [-0.947, 0.640, 2.290], [-0.688, -2.058, -1.734], [0.769, -2.232, -2.689], [0.923, 2.749, 2.887], [0.928, -2.291, -0.962], [1.921, 1.554, 2.589]]
}

2.
{
  "formula": "C5H15NO2",
  "method": "the ωB97M-V functional and the def2-TZVPD basis",
  "orbital_gap_ev": 7.75,
  "e_above_lowest_kcal_mol": 72.0,
  "charge": 0,
  "smiles": "CC(C)=C(C)N.O.O",
  "lumo_energy_ev": 0.684,
  "elements": ["H", "C", "O", "H", "C", "H", "H", "H", "H", "H", "H", "H", "C", "H", "O", "C", "H", "H", "C", "H", "N", "H", "H"],
  "positions_angstrom": [[-3.324, -0.596, -1.929], [1.149, -0.575, -1.740], [-3.573, -1.403, -1.857], [1.073, -2.330, 3.191], [0.395, 0.985, 0.121], [-1.199, 1.366, 1.492], [-2.817, -1.961, -2.242], [0.462, 1.845, 2.118], [0.148, 0.216, 1.871], [0.556, -0.743, -2.730], [0.703, -0.917, 3.798], [1.959, 0.065, -2.083], [0.282, -0.189, -0.619], [-0.809, -1.840, -0.781], [0.418, -1.671, 3.454], [1.206, 2.123, -0.414], [1.805, 2.064, -1.297], [-1.412, -0.681, 0.421], [-0.192, 1.124, 1.479], [0.602, 2.947, -0.835], [-0.818, -0.983, -0.308], [1.708, 2.674, 0.428], [1.677, -1.519, -1.540]]
}

3.
{
  "formula": "C5H15NO2",
  "method": "the ωB97M-V functional and the def2-TZVPD basis",
  "orbital_gap_ev": 9.58,
  "e_above_lowest_kcal_mol": 35.7,
  "charge": 0,
  "smiles": "CN(C)CCCO.O",
  "lumo_energy_ev": 0.879,
  "elements": ["N", "H", "H", "H", "H", "H", "H", "H", "H", "H", "H", "H", "O", "H", "C", "H", "O", "C", "C", "C", "H", "C", "H"],
  "positions_angstrom": [[-1.135, 1.630, -0.302], [-1.512, 0.570, 1.492], [-2.044, 3.408, -0.874], [-0.274, -1.182, 0.582], [-2.963, 1.922, -1.303], [1.854, 0.619, -1.594], [-1.497, 2.343, -2.211], [0.748, 0.258, 0.656], [0.832, -1.866, -1.483], [-1.585, -0.261, -1.132], [-2.934, 1.241, 0.754], [4.294, -3.647, 2.661], [3.512, -3.828, 3.192], [-1.827, 2.380, 1.486], [0.234, -0.441, -0.016], [3.637, -4.737, 3.526], [2.188, -0.277, -1.498], [1.320, -1.143, -0.811], [-1.864, 1.439, 0.941], [-0.737, 0.359, -0.899], [1.899, -1.731, -0.116], [-1.957, 2.379, -1.233], [-0.188, 0.566, -1.817]]
}

4.
{
  "formula": "C5H15NO2",
  "method": "the ωB97M-V functional and the def2-TZVPD basis",
  "orbital_gap_ev": 9.75,
  "e_above_lowest_kcal_mol": 100.7,
  "charge": 0,
  "smiles": "C=C(C)C.CN.OO",
  "lumo_energy_ev": 0.911,
  "elements": ["H", "H", "C", "H", "H", "H", "O", "H", "N", "H", "H", "H", "H", "O", "C", "H", "H", "H", "C", "H", "H", "C", "C"],
  "positions_angstrom": [[-0.511, 2.566, -1.715], [1.269, 1.469, 0.388], [1.469, 1.069, -0.603], [-1.270, 1.824, -0.302], [-1.727, 1.292, -1.925], [-1.982, 0.086, 1.362], [1.003, -2.920, 0.388], [-0.203, -1.896, -0.723], [-0.977, -0.038, 1.294], [-0.668, -0.057, 3.417], [2.188, 0.258, -0.521], [-0.510, 1.510, 2.617], [1.904, 1.877, -1.196], [-0.340, -2.678, -0.051], [-0.896, 1.629, -1.310], [0.742, 0.282, 2.413], [0.965, -3.852, 0.638], [-0.705, -0.771, -2.562], [-0.327, 0.441, 2.503], [-0.797, -1.033, 1.153], [1.045, -1.109, -2.113], [0.191, 0.602, -1.229], [0.138, -0.552, -1.923]]
}

5.
{
  "formula": "C5H15NO2",
  "method": "the ωB97M-V functional and the def2-TZVPD basis",
  "orbital_gap_ev": [11.45, 7.71],
  "e_above_lowest_kcal_mol": 58.1,
  "charge": 1,
  "s2": 0.768,
  "multiplicity": 2,
  "lumo_energy_ev": [-3.224, -7.317],
  "elements": ["C", "C", "H", "H", "H", "C", "H", "C", "H", "H", "O", "H", "H", "H", "H", "H", "H", "O", "H", "H", "C", "H", "N"],
  "positions_angstrom": [[1.703, 1.363, 0.771], [0.677, 0.455, 0.251], [-1.413, 0.578, -0.341], [2.225, -2.027, -0.305], [-2.256, -2.068, 1.504], [2.010, -1.509, 0.574], [-1.290, -0.418, -2.654], [-0.548, 2.534, -0.431], [-1.298, -2.009, -3.007], [2.910, -0.825, 0.658], [-1.709, -1.511, 2.026], [1.394, 2.203, 1.355], [-1.020, -1.083, 1.518], [2.519, 1.720, -0.008], [-1.433, 3.203, -0.035], [1.752, -2.034, 1.492], [0.021, -1.539, -0.250], [-1.772, -1.218, -3.072], [2.245, 0.727, 1.489], [0.185, 3.109, 0.123], [0.756, -0.845, 0.282], [-0.512, 2.608, -1.528], [-0.539, 1.101, -0.047]]
}

6.
{
  "formula": "C5H15NOS",
  "method": "the ωB97M-V functional and the def2-TZVPD basis",
  "orbital_gap_ev": 9.36,
  "e_above_lowest_kcal_mol": 40.0,
  "charge": 0,
  "smiles": "CN(C)CCCS.O",
  "lumo_energy_ev": 0.699,
  "elements": ["H", "H", "H", "H", "H", "C", "O", "C", "H", "N", "H", "H", "C", "H", "H", "H", "H", "H", "H", "S", "H", "C", "C"],
  "positions_angstrom": [[0.689, -1.024, 2.152], [1.194, 1.652, 1.758], [-0.667, 0.078, -1.249], [-1.938, -2.213, -0.817], [0.669, 1.971, 0.084], [0.787, 1.195, 0.845], [-2.437, -1.657, -1.440], [-1.372, 1.430, 1.894], [2.777, 0.847, -0.047], [-0.499, 0.528, 1.093], [1.096, -1.553, -0.347], [-1.543, 1.174, 2.961], [1.582, -0.701, -0.849], [2.507, -1.190, -1.149], [-2.479, -0.805, -1.000], [-0.615, -1.561, 1.130], [-1.006, 2.449, 1.795], [2.431, -0.280, 1.148], [-2.334, 1.271, 1.359], [0.460, -0.002, -2.023], [-0.936, -0.755, 2.722], [1.930, 0.249, 0.312], [-0.316, -0.762, 1.824]]
}